No. 1
21
Properties=species:S:1:pos:R:3:forces:R:3:nbo_charge:R:1 method="wB97M-V/def2-TZVPD" total_charge=0 energy_ev=-8387.244 lumo_ev=0.43 multiplicity=1 homo_lumo_gap_ha=0.3143
C -0.9976 -0.2243 3.8991 0.32 0.09 0.09 -0.852
N 0.6258 0.2391 0.4963 0.67 1.66 -3.55 -0.737
C 0.4234 0.8465 -0.7329 1.36 -2.99 1.52 0.351
C 0.7343 0.0280 -2.1832 -0.12 3.12 0.97 -0.470
C 0.5874 -1.4145 -1.9559 -1.43 -2.05 0.14 -0.257
N -0.5430 -1.7389 -1.0076 2.32 0.91 0.46 -0.886
C -0.1671 2.1816 -0.6674 0.08 1.99 -2.89 -0.716
H -0.7496 0.7223 3.4082 0.00 -0.25 0.09 0.218
H -0.1047 -0.8817 3.9112 -0.57 0.49 0.27 0.217
H -1.4360 -0.0237 4.8822 0.51 -0.10 0.01 0.206
H -1.7747 -0.7159 3.3421 -0.26 -0.23 -0.48 0.210
H 1.5633 0.7465 -0.0064 0.28 -0.92 1.01 0.379
H 1.7491 0.2973 -2.6228 -1.17 -0.10 0.76 0.233
H -0.0378 0.4064 -2.9014 0.58 -0.26 0.63 0.223
H 1.5000 -1.9576 -1.7145 0.38 0.38 0.41 0.175
H 0.2575 -1.8904 -2.8624 0.12 0.01 -0.91 0.196
H -0.0506 -1.2899 -0.1017 -1.70 -2.32 -1.48 0.409
H -0.6323 -2.7740 -1.1476 0.04 1.31 1.32 0.362
H 0.5696 3.0140 -0.3108 -1.38 -1.65 -0.69 0.260
H -0.5438 2.3872 -1.7563 0.41 0.37 2.10 0.215
H -0.9732 2.0420 0.0318 -0.44 0.55 0.21 0.262

=====

No. 2
21
Properties=species:S:1:pos:R:3:forces:R:3:nbo_charge:R:1 method="wB97M-V/def2-TZVPD" total_charge=0 energy_ev=-8386.006 lumo_ev=0.42 multiplicity=1 homo_lumo_gap_ha=0.3068
C -2.2961 1.3005 1.0554 -1.14 1.80 -0.01 -0.639
C -1.4237 1.6078 -0.1218 1.34 1.15 0.40 -0.212
N 0.0919 1.6965 0.3941 -2.70 0.29 0.26 -0.635
C 0.6104 0.4940 0.9746 -0.07 -0.99 -0.37 -0.215
C 1.2302 -0.3799 -0.1621 2.32 2.13 -1.18 -0.285
N 0.1821 -0.2923 -1.4553 1.75 -3.66 1.38 -0.586
C 0.7291 -1.4951 -1.7187 -2.53 2.76 0.95 0.082
H -3.2584 1.7383 0.7403 -0.13 -0.52 0.34 0.211
H -2.4843 0.3090 1.3937 0.25 -0.91 0.09 0.201
H -1.9844 1.9633 1.8668 0.07 -0.39 0.26 0.214
H -1.7215 0.9983 -1.0201 1.14 0.41 0.96 0.220
H -1.7350 2.6721 -0.3220 0.94 -0.88 -0.22 0.188
H -0.2388 -0.0854 1.3479 0.12 0.04 0.23 0.200
H 1.3702 0.5549 1.8890 -1.29 0.31 -2.11 0.206
H 2.6969 -3.8015 -0.3375 0.15 0.05 -0.01 0.005
H 1.4844 -1.3084 0.3580 -0.08 -0.46 -0.54 0.201
H 2.2059 0.0883 -0.6183 -1.50 -0.87 1.27 0.196
H 0.6764 1.9282 -0.3688 0.46 0.49 -0.96 0.357
H 0.1353 -2.4016 -1.5303 0.06 -0.22 -0.90 0.160
H 1.9913 -4.0105 -0.2870 -0.15 -0.06 0.02 -0.006
H 1.7381 -1.5764 -2.0779 1.00 -0.45 0.14 0.138

=====

No. 3
21
Properties=species:S:1:pos:R:3:forces:R:3:nbo_charge:R:1 method="wB97M-V/def2-TZVPD" total_charge=0 energy_ev=-8391.842 lumo_ev=1.17 smiles=CCCCNCN multiplicity=1 homo_lumo_gap_ha=0.3620
C -0.2744 2.1202 -2.0833 0.07 -0.02 0.16 -0.602
C -0.6477 1.5398 -0.7219 -0.61 0.28 -0.16 -0.406
C -1.2400 0.1270 -0.8176 0.73 -0.21 0.06 -0.406
C -0.2000 -0.9614 -0.5174 -1.10 -0.40 -0.14 -0.209
N -0.2200 -1.2843 0.9036 0.42 0.39 0.15 -0.642
C 1.0619 -1.6485 1.4923 0.03 -0.22 0.39 -0.041
N 1.2211 -0.9957 2.7872 -0.08 0.05 0.06 -0.853
H -1.1582 2.3711 -2.6647 -0.14 -0.22 -0.13 0.202
H 0.3506 1.4321 -2.6522 -0.01 -0.06 -0.09 0.199
H 0.2747 3.0467 -1.9745 0.24 0.23 0.07 0.207
H -1.3919 2.1873 -0.2678 -0.15 0.27 0.05 0.199
H 0.2076 1.6066 -0.0506 0.14 -0.39 0.09 0.199
H -2.0629 -0.0252 -0.1183 -0.09 0.09 -0.01 0.208
H -1.6378 -0.0566 -1.8176 -0.07 0.23 -0.03 0.204
H 0.7849 -0.6492 -0.8749 0.16 -0.02 -0.02 0.164
H -0.5254 -1.8519 -1.0654 0.43 -0.07 -0.12 0.180
H -0.5669 -0.4916 1.4284 0.13 0.12 0.02 0.364
H 1.1095 -2.7339 1.5916 0.03 -0.21 -0.07 0.152
H 1.9214 -1.3605 0.8815 -0.09 0.19 -0.26 0.155
H 2.1968 -0.8377 3.0078 -0.17 -0.09 0.03 0.366
H 0.7966 -1.5343 3.5339 0.13 0.06 -0.07 0.360

=====

No. 4
21
Properties=species:S:1:pos:R:3:forces:R:3:nbo_charge:R:1 method="wB97M-V/def2-TZVPD" total_charge=+1 energy_ev=-8383.136 lumo_ev="-3.14 / -7.90" s2=0.755 multiplicity=2 homo_lumo_gap_ha="0.4448 / 0.2658"
C 0.8141 1.3749 -2.3811 1.75 0.05 1.42 -0.617
C 1.6652 0.4215 -1.4387 -0.28 0.76 -0.89 -0.412
C 0.8570 -0.7415 -0.8935 -0.42 0.12 1.03 -0.399
C 0.1846 -0.1928 0.4207 0.30 -1.46 -1.52 -0.292
N -1.0525 -0.8919 0.7249 0.84 0.80 -0.23 -0.114
C -1.8949 -0.4106 1.7466 -0.52 0.95 1.85 -0.145
N -1.2711 -0.2461 3.1168 -0.34 -1.56 -1.38 -0.751
H 1.4509 1.5205 -3.2616 -0.83 0.12 -0.09 0.243
H 0.6771 2.3494 -1.8814 -0.05 -0.33 -0.40 0.216
H -0.1476 0.9356 -2.5620 -0.41 -0.11 -0.60 0.198
H 2.0389 0.9999 -0.6008 0.19 0.14 0.22 0.202
H 2.5619 0.1236 -1.9766 -0.14 -0.39 -0.01 0.236
H 0.0342 -1.0079 -1.5689 0.22 0.01 -0.11 0.199
H 1.4517 -1.6478 -0.7337 -0.12 0.24 0.25 0.240
H -0.1113 0.8293 0.1786 -0.18 0.35 0.26 0.268
H 0.8532 -0.1746 1.2849 -0.09 0.00 -0.06 0.255
H -1.4572 -1.4606 -0.0122 0.02 -0.26 -0.07 0.427
H -2.0908 0.6583 1.5125 -0.40 -0.43 -0.57 0.270
H -2.8222 -1.0090 1.7697 0.43 0.50 0.16 0.243
H -0.2611 -0.2921 2.9974 0.01 0.40 0.22 0.358
H -1.4800 -1.1382 3.5582 0.00 0.09 0.53 0.375

=====

No. 5
21
Properties=species:S:1:pos:R:3:forces:R:3:nbo_charge:R:1 method="wB97M-V/def2-TZVPD" total_charge=+3 energy_ev=-8353.787 lumo_ev="-12.95 / -19.99" s2=0.753 multiplicity=2 homo_lumo_gap_ha="0.4600 / 0.1884"
C -1.9307 0.8142 -0.8422 0.34 -1.17 2.49 -0.642
C -0.7708 -0.1200 -1.0053 -2.41 1.90 -4.45 0.003
C 0.4965 0.1956 -0.2047 1.17 -1.47 1.97 -0.395
C 0.3092 0.1096 1.3173 0.26 -0.82 1.86 -0.237
C 2.2993 -0.5789 2.8142 -0.57 2.05 0.23 0.217
N 1.1827 -0.8549 2.1804 0.61 -0.91 -2.50 -0.465
N -0.4810 -0.0802 -2.5541 -0.76 0.98 -0.50 -0.713
H -2.2441 0.6425 0.2174 -0.15 0.91 -0.72 0.271
H -2.8394 0.6409 -1.4343 0.06 -0.01 -0.45 0.352
H -1.5745 1.8522 -1.0432 -0.51 0.02 0.09 0.326
H -1.1205 -1.1763 -0.9251 0.43 -0.25 0.98 0.376
H 1.2565 -0.5381 -0.5041 0.18 0.49 -0.06 0.297
H 0.7012 1.2725 -0.5838 -0.08 -0.76 0.65 0.411
H 0.2050 1.0042 1.9339 0.25 0.88 -0.29 0.343
H -0.7480 -0.2185 1.5560 0.12 -0.10 -0.26 0.366
H 3.0933 -1.3668 2.8199 -0.79 0.48 0.86 0.297
H 2.4334 0.5014 3.2877 0.07 -2.25 -1.25 0.293
H 1.0652 -1.8822 1.9287 0.23 1.46 0.17 0.464
H -0.4733 0.8673 -3.0308 0.30 -0.62 0.96 0.484
H 0.3650 -0.5468 -2.8044 1.17 -0.57 -0.45 0.460
H -1.2252 -0.5377 -3.1235 0.08 -0.23 0.65 0.491

=====

No. 6
22
Properties=species:S:1:pos:R:3:forces:R:3:nbo_charge:R:1 method="wB97M-V/def2-TZVPD" total_charge=-1 energy_ev=-10437.207 lumo_ev="3.66 / 3.52" s2=0.750 multiplicity=2 homo_lumo_gap_ha="0.0943 / 0.3054"
C -1.0446 0.1329 1.6512 1.00 0.04 -0.40 -0.743
C -0.5928 0.4141 0.1704 0.54 -0.63 1.22 -0.057
C 0.5704 -0.6451 -0.1569 -1.52 1.17 -0.64 -0.636
C 0.0618 -1.4303 -1.3183 1.56 -0.72 -1.48 0.219
C -0.6416 -2.5628 -1.2718 -0.45 -0.18 0.76 -0.584
N 0.5441 -1.0011 -2.5710 0.09 0.31 0.41 -0.839
N -0.2019 1.7405 -0.1519 0.69 1.70 -0.17 -0.932
H -0.2995 -0.4783 2.1671 -0.19 -0.40 -0.24 0.192
H -0.9831 1.0064 2.2984 -1.05 0.35 -0.24 0.204
H -1.9885 -0.4183 1.5789 -0.08 0.37 0.69 0.196
H -1.4663 0.1842 -0.4318 0.12 -0.04 -0.30 0.186
H 1.4267 -0.0016 -0.3917 0.01 -0.58 -0.04 0.218
H 0.7765 -1.2990 0.6743 0.08 -0.08 0.19 0.215
H -0.8358 -3.1843 -2.1302 -0.11 0.18 -0.33 0.183
H -1.0290 -2.9233 -0.3332 0.08 -0.05 0.24 0.192
H -0.0227 -1.1840 -3.3802 -0.09 -0.02 0.04 0.366
H 1.0040 -0.1059 -2.5800 -0.11 0.07 0.00 0.377
H -0.6128 2.3562 -0.8272 -0.78 -0.70 -0.29 0.363
H 0.4584 2.3064 0.3669 0.07 -0.81 0.51 0.399
H 0.9078 1.9956 2.4318 0.60 -0.94 0.03 0.427
H 2.4086 2.4237 1.9621 1.91 -1.60 -0.55 0.343
O 1.5602 2.6738 2.2432 -2.37 2.56 0.60 -1.287

=====

No. 7
22
Properties=species:S:1:pos:R:3:forces:R:3:nbo_charge:R:1 method="wB97M-V/def2-TZVPD" total_charge=0 energy_ev=-10438.824 lumo_ev=0.97 smiles="CC(C)(N)O.[H]/N=C/C" multiplicity=1 homo_lumo_gap_ha=0.3808
C 1.4224 -0.2812 -0.9291 -0.04 0.20 0.31 -0.637
C 1.2791 0.0781 0.5481 -0.56 -0.97 0.48 0.389
C 2.6022 -0.0518 1.3070 -0.28 0.07 -0.16 -0.639
N 0.2179 -0.6903 1.2862 0.70 -1.09 -0.43 -0.906
O 0.7113 1.3481 0.7035 -1.85 -0.38 2.23 -0.776
H 0.4584 -0.2061 -1.4272 -0.07 -0.07 0.01 0.215
H 1.8226 -1.2872 -1.0503 0.01 -0.01 -0.04 0.206
H 2.0944 0.4341 -1.3991 0.12 -0.01 -0.06 0.216
H 2.4452 0.1510 2.3663 -0.05 0.02 -0.01 0.218
H 3.3020 0.6872 0.9202 0.07 -0.04 -0.03 0.220
H 3.0260 -1.0504 1.1961 0.07 -0.02 -0.04 0.201
H -0.5824 -0.8989 0.6803 0.18 0.03 -0.06 0.411
H 0.5520 -1.5779 1.6473 0.00 0.00 0.11 0.366
H 0.0547 0.9109 1.5012 1.83 2.25 -2.21 0.499
H -2.2436 -2.0207 -1.2464 -0.09 0.18 -0.11 0.348
N -2.0778 -1.1737 -0.7056 0.15 -0.19 0.14 -0.664
C -2.5226 -0.1231 -1.2477 -0.38 -0.15 -0.34 0.173
C -2.3975 1.2123 -0.6062 -0.03 0.43 -0.15 -0.712
H -3.0571 -0.1314 -2.2086 0.12 -0.19 0.06 0.149
H -2.8201 1.9809 -1.2555 -0.02 -0.02 0.11 0.215
H -1.3527 1.4671 -0.4232 0.04 -0.07 0.12 0.271
H -2.9344 1.2228 0.3427 0.06 0.01 0.05 0.237

=====

No. 8
22
Properties=species:S:1:pos:R:3:forces:R:3:nbo_charge:R:1 method="wB97M-V/def2-TZVPD" total_charge=0 energy_ev=-10439.821 lumo_ev=0.95 smiles=CC(C)N[C@](C)(N)O multiplicity=1 homo_lumo_gap_ha=0.3748
C 0.1076 -2.3346 0.0970 0.03 -0.28 0.01 -0.609
C 0.4444 -1.0499 -0.6665 0.21 -0.99 0.00 -0.045
C 1.7978 -0.4969 -0.2210 0.21 0.25 0.08 -0.637
N -0.7323 -0.1700 -0.6742 0.62 -0.13 -1.04 -0.667
C -0.8323 0.9715 0.1821 -0.09 0.54 0.38 0.511
C -0.0296 2.1974 -0.2434 0.18 0.54 -0.01 -0.644
N -0.5933 0.5968 1.5329 1.10 -0.30 1.05 -0.848
O -2.1828 1.3338 0.1304 -1.43 0.47 -1.14 -0.740
H -0.8118 -2.7898 -0.2894 0.12 0.19 0.06 0.210
H -0.0238 -2.1570 1.1685 0.06 0.08 -0.10 0.204
H 0.9078 -3.0737 -0.0241 -0.04 0.12 0.07 0.203
H 0.5817 -1.3614 -1.7113 -0.12 0.11 0.10 0.186
H 2.1032 0.3491 -0.8428 -0.02 -0.04 0.09 0.204
H 2.5734 -1.2636 -0.3333 -0.24 0.01 -0.07 0.213
H 1.8053 -0.1919 0.8291 -0.15 0.04 -0.16 0.231
H -0.8533 0.1785 -1.6241 -0.10 -0.12 0.27 0.372
H -0.1868 2.4147 -1.3072 -0.06 -0.20 0.18 0.212
H 1.0441 2.0949 -0.0724 -0.22 -0.16 0.05 0.220
H -0.3669 3.0915 0.2959 -0.01 -0.26 0.04 0.221
H -0.9368 1.3625 2.1079 0.19 -0.12 -0.01 0.369
H -1.2082 -0.1848 1.7297 0.04 -0.09 0.09 0.357
H -2.6075 0.4828 -0.0640 -0.27 0.34 0.06 0.475

=====

No. 9
22
Properties=species:S:1:pos:R:3:forces:R:3:nbo_charge:R:1 method="wB97M-V/def2-TZVPD" total_charge=0 energy_ev=-10437.634 lumo_ev=0.93 multiplicity=1 homo_lumo_gap_ha=0.3511
C -0.5068 0.5424 -1.5185 0.26 -2.08 0.63 0.016
C 1.9611 0.7667 0.6100 -0.19 0.50 -1.23 -0.715
C 0.5267 0.3251 0.7317 0.25 -3.25 2.93 0.533
N -1.8816 0.7485 -1.1669 0.04 0.03 0.13 -0.849
N 0.2054 1.7558 -1.8011 0.42 -0.16 0.64 -0.850
O -0.3422 0.9553 1.3124 0.23 0.07 -0.80 -0.637
H -0.4423 -0.1205 -2.3852 -0.08 0.10 -0.04 0.188
H -1.9303 1.1383 -0.2250 -0.06 -0.04 -0.04 0.381
H -2.4054 -0.1194 -1.1793 0.04 0.03 0.06 0.360
H 0.1251 2.3819 -1.0046 0.04 0.04 -0.03 0.359
H -0.2145 2.2389 -2.5897 -0.07 -0.23 0.08 0.375
H 2.3614 0.4360 -0.3485 0.15 -0.09 0.05 0.236
H 2.5641 0.3437 1.4123 -0.23 -0.06 0.09 0.237
H 2.0283 1.8530 0.6225 0.01 0.04 0.14 0.229
C 0.4814 -1.4303 0.9078 0.26 2.11 0.51 -0.487
C -0.9043 -1.9180 1.2743 0.08 0.17 -0.15 -0.628
H -0.8679 -2.9052 1.7369 -0.01 -0.03 -0.10 0.216
H 1.1616 -1.5401 1.7537 0.01 -0.07 0.15 0.208
H 0.9536 -1.9601 0.0779 -0.15 0.20 -0.16 0.206
H 0.0343 -0.2951 -0.6018 -0.92 2.79 -2.82 0.199
H -1.3615 -1.2303 1.9874 0.02 0.00 -0.05 0.230
H -1.5460 -1.9666 0.3939 -0.09 -0.07 0.02 0.196

=====

No. 10
22
Properties=species:S:1:pos:R:3:forces:R:3:nbo_charge:R:1 method="wB97M-V/def2-TZVPD" total_charge=0 energy_ev=-10435.705 lumo_ev=0.87 smiles=C[C@@H](N(C)C)N(C)O multiplicity=1 homo_lumo_gap_ha=0.2991
C 1.7122 1.0953 0.5830 0.25 0.10 -0.59 -0.625
C 0.3595 0.7475 -0.0442 -1.01 -1.47 2.24 0.122
N 0.3489 -0.3839 -0.9206 -3.54 -0.01 -1.11 -0.502
C 1.4759 -1.2435 -1.1505 -0.05 -0.26 0.13 -0.407
C -1.2786 -0.7034 -1.3430 4.22 -0.32 -1.14 -0.400
N -0.5899 0.3514 1.0346 0.17 1.47 0.57 -0.221
C -1.8796 0.9040 1.3522 0.65 -0.63 0.40 -0.408
O -0.3201 -0.8777 1.7230 0.27 0.80 -1.17 -0.579
H 2.1462 0.2611 1.1388 -0.21 0.04 -0.03 0.219
H 1.6120 1.9484 1.2625 -0.15 -0.23 -0.18 0.227
H 2.4186 1.3755 -0.2029 0.09 0.00 0.04 0.204
H -0.0824 1.6356 -0.5115 -0.06 -0.03 0.06 0.181
H 2.2886 -0.7112 -1.6634 -0.08 -0.16 -0.06 0.188
H 1.8978 -1.6460 -0.2131 0.02 -0.04 -0.17 0.167
H 1.1820 -2.1090 -1.7539 0.00 0.25 -0.01 0.212
H -1.0477 -1.2119 -2.2806 -0.43 0.10 -0.22 0.197
H -1.7475 0.2501 -1.5780 0.14 -0.02 0.33 0.202
H -1.9237 -1.3972 -0.8009 0.57 0.38 0.91 0.202
H -2.0472 1.8359 0.8082 0.10 -0.17 -0.07 0.204
H -1.9170 1.1181 2.4265 -0.22 0.17 -0.04 0.187
H -2.6623 0.1713 1.1412 -0.35 0.09 -0.15 0.171
H 0.0546 -1.4104 0.9928 -0.38 -0.08 0.26 0.460